Run 1
The molecule C21H28N2O4. Source: the Open Molecules 2025 dataset; level of theory: the ωB97M-V functional and the def2-TZVPD basis.

Cartesian coordinates (Å):
C -4.17700 -0.01550 -1.17729
H -4.78477 -0.91226 -1.09751
H -3.76109 0.01846 -2.18151
C -3.06119 -0.07076 -0.13020
N -2.18916 1.09024 -0.22990
C -2.55485 2.10641 0.59657
O -2.10765 3.22892 0.55207
C -3.60353 1.57821 1.56000
C -3.63083 0.07540 1.29941
H -2.98437 -0.44414 2.00933
H -4.62741 -0.35412 1.37044
H -4.55466 2.05676 1.32143
H -3.35065 1.83833 2.58652
C -1.35158 1.34686 -1.37873
C 0.13026 1.38959 -1.07886
C 1.02049 1.30699 -2.14144
C 2.39935 1.36020 -1.96040
C 2.85400 1.49586 -0.67143
C 1.96774 1.59119 0.40077
C 0.60541 1.54133 0.22610
H -0.05651 1.65128 1.06827
O 2.67473 1.71391 1.56632
C 4.03619 1.69664 1.19558
O 4.14036 1.55613 -0.20481
H 4.54008 0.84973 1.68876
H 4.51609 2.63710 1.50941
H 3.08178 1.29284 -2.79029
H 0.63271 1.19494 -3.14234
H -1.54488 0.57945 -2.13174
H -1.63193 2.32447 -1.79515
C -2.33778 -1.42620 -0.22157
O -2.90618 -2.41479 -0.63903
N -1.09335 -1.45171 0.28265
H -0.64548 -0.59699 0.57508
C -0.38588 -2.70929 0.47220
C 0.48514 -2.62984 1.72605
C 1.79173 -1.84858 1.58710
H 2.19312 -1.70503 2.59346
C 2.83315 -2.58538 0.74348
H 3.83424 -2.32542 1.09562
C 2.76973 -2.27664 -0.75467
C 1.35847 -2.12481 -1.32604
C 0.34449 -3.14252 -0.80685
H -0.42696 -3.29274 -1.56471
H 0.82556 -4.10490 -0.63155
H 1.43027 -2.21718 -2.41196
H 0.98553 -1.12122 -1.12420
H 3.28988 -3.07666 -1.28647
H 3.31200 -1.35013 -0.95727
H 2.71212 -3.65867 0.90327
H 1.60590 -0.85918 1.17075
H 0.72334 -3.64877 2.03888
H -0.11661 -2.18155 2.52176
H -1.17341 -3.45454 0.65042
H -4.79769 0.86368 -1.02421

## Properties
- Highest occupied orbital energy: -8.2 eV
- SMILES string: C[C@]1(C(=O)NC2CCCCCC2)CCC(=O)N1Cc1ccc2c(c1)OCO2

=====

Run 2
The molecule C21H28N2O4. Source: the Open Molecules 2025 dataset; level of theory: the ωB97M-V functional and the def2-TZVPD basis.

Cartesian coordinates (Å):
C -4.51714 -3.06284 -0.12195
C -4.39848 -2.44823 -1.28302
C -4.27291 -0.96264 -1.47679
N -4.47216 -0.18446 -0.27675
C -3.52457 0.60976 0.28660
O -3.81079 1.47428 1.09643
C -2.10324 0.36956 -0.10441
C -1.51840 -0.88496 -0.08526
C -0.16817 -1.02997 -0.37070
C 0.61344 0.06967 -0.68360
C 0.02431 1.35653 -0.67909
C -1.31846 1.48870 -0.38431
H -1.79218 2.45649 -0.35070
O 0.87026 2.38435 -0.96484
C 0.35025 3.69153 -0.96288
H -0.05159 3.96359 0.01832
H -0.43039 3.81503 -1.72040
H 1.19030 4.34153 -1.20264
O 1.92915 0.04880 -1.02119
C 2.71060 -1.11071 -0.79511
C 4.03422 -0.89221 -1.53427
C 4.81146 0.26015 -0.89853
N 5.02319 0.00369 0.51140
C 6.26658 -0.29240 0.95965
O 7.23440 -0.26489 0.22267
C 6.40039 -0.62703 2.43224
H 5.83843 -1.52457 2.68039
H 6.05294 0.19850 3.04912
H 7.45267 -0.80242 2.63864
C 3.78564 -0.12346 1.24069
H 3.20276 0.79243 1.08702
C 2.97892 -1.31050 0.70362
H 3.53825 -2.23729 0.84194
H 2.03624 -1.38429 1.24809
H 3.96896 -0.24259 2.30642
H 4.23887 1.18554 -1.00906
H 5.78964 0.37054 -1.36805
H 4.62452 -1.80820 -1.48498
H 3.82965 -0.65988 -2.57901
H 2.20697 -1.99602 -1.21148
H 0.26142 -2.01910 -0.34797
H -2.10128 -1.75754 0.16531
C -5.85509 0.02072 0.13340
C -6.01590 0.00575 1.62351
C -6.84372 0.78966 2.28597
H -6.95070 0.72804 3.35451
H -7.44172 1.53375 1.78678
H -5.41647 -0.72702 2.14589
H -6.23167 0.97126 -0.26521
H -6.44100 -0.79870 -0.29532
H -3.28156 -0.74257 -1.88575
H -5.00984 -0.64611 -2.22937
H -4.37706 -3.01088 -2.20713
H -4.59881 -4.13371 -0.05249
H -4.53782 -2.51982 0.80779

## Properties
- Highest occupied orbital energy: -8.3 eV
- SMILES string: C=CCN(CC=C)C(=O)c1ccc(OC2CCN(C(C)=O)CC2)c(OC)c1

=====

Order from most stable to least stable according to the calculation: run 1, run 2

=====

Run 1
A cluster of 2 separate species, C4H12N3O in total. Source: the Open Molecules 2025 dataset; level of theory: the ωB97M-V functional and the def2-TZVPD basis.

Cartesian coordinates (Å):
C -1.14528 1.21861 -0.72091
C -1.35158 1.73841 -2.08520
C 0.15243 -1.54907 1.53989
C 1.28940 -0.82883 0.89585
N 1.77403 0.21656 1.51721
N -0.23336 0.43214 -0.39585
N 1.79205 -1.33973 -0.23278
O -2.01300 1.72676 0.16710
H -2.44874 1.67939 -2.51657
H -0.82546 1.06474 -2.78418
H -1.11635 2.79956 -2.03096
H -0.04871 -1.28698 2.50102
H 0.43572 -2.64030 1.65307
H -0.71446 -1.29524 0.90280
H 2.42751 0.79417 0.93947
H 1.13951 0.58831 2.26890
H 0.44886 0.18323 -1.12684
H -2.02341 1.35259 1.05314
H 2.16061 -0.70681 -0.98491
H 1.47831 -2.26211 -0.64286

## Properties
- Highest occupied orbital energy: -14.1 eV
- Charge: +1

=====

Run 2
The ion C4H12N3O with charge +1. Source: the Open Molecules 2025 dataset; level of theory: the ωB97M-V functional and the def2-TZVPD basis.

Cartesian coordinates (Å):
N -1.90502 2.34555 -1.00247
C -0.94727 1.50632 -0.18583
C -0.39506 0.48447 -1.12800
N 0.54157 -0.37704 -0.63177
C 1.16817 -0.35905 0.69270
C 1.06584 -1.69907 1.40011
N 1.56192 -2.72842 0.50330
O -0.93986 0.35536 -2.20636
H -2.40229 3.09413 -0.51989
H -2.65396 1.76509 -1.48258
H -1.47243 2.77353 -1.82979
H -1.39896 1.19252 0.79043
H -0.17713 2.19645 0.24003
H 0.93580 -0.91195 -1.40213
H 0.42879 0.29480 1.23073
H 2.12103 0.13920 0.76377
H 1.62337 -1.70023 2.33694
H -0.00758 -1.83666 1.73270
H 1.86907 -3.55781 0.97551
H 0.98401 -2.97719 -0.27741

## Properties
- Highest occupied orbital energy: -12.3 eV
- Charge: +1
- SMILES string: NCCNC(=O)C[NH3+]

=====

Order from most stable to least stable according to the calculation: run 2, run 1

=====

Run 1
The molecule C21H21N3O4S. Source: the Open Molecules 2025 dataset; level of theory: the ωB97M-V functional and the def2-TZVPD basis.

Cartesian coordinates (Å):
O 3.07496 2.08151 -0.79408
O 4.13373 -2.16898 0.95073
O 3.14405 -2.61492 3.08902
N -1.68348 -1.01510 2.03056
O 4.51559 0.28920 -0.21643
C 3.26379 0.93522 -0.24653
C -2.41951 -0.57971 1.02777
C -0.45264 -0.43710 1.88146
C -0.44714 0.45762 0.81619
C -3.68872 5.11773 0.25561
C 0.56471 -2.22944 -2.87278
C -2.41655 4.89778 -0.32209
C -4.53117 3.98053 0.39229
C 1.97562 -2.59983 -2.73983
C -0.35024 -2.52330 -1.84104
C -1.94570 3.57740 -0.67996
C -4.14178 2.72523 -0.08839
C 2.48215 -3.12058 -1.50937
C 0.21114 -2.83278 -0.63800
C -2.82933 2.50785 -0.57984
C 1.54872 -3.14874 -0.45045
N -1.71741 0.31622 0.24722
N 2.05256 -0.60906 1.60121
C 0.84838 -0.68422 2.55641
C -2.25431 1.14357 -0.89986
C 0.80217 1.10066 0.21131
C 2.07484 0.14021 0.24618
C 1.97589 -3.52225 0.86548
S 2.85941 -2.20286 1.68163
H 4.47568 -0.43978 0.39562
H -3.47419 -1.01931 0.81538
H -3.89925 6.06731 0.72068
H 0.27601 -1.84242 -3.80696
H -1.74365 5.71272 -0.50558
H -5.53856 4.04723 0.84994
H 2.72275 -2.47861 -3.52806
H -1.37572 -2.41152 -1.99134
H -0.91252 3.27535 -1.02160
H -4.77311 1.89664 0.00796
H 3.45781 -3.56338 -1.31069
H -0.52082 -2.83922 0.16678
H 1.08778 0.07555 3.29913
H 0.82790 -1.81354 3.02206
H -3.07020 0.46732 -1.28292
H -1.41021 1.20105 -1.66368
H 0.52428 1.53503 -0.78707
H 1.15531 1.94612 0.87054
H 2.02816 -0.64535 -0.51257
H 2.52934 -4.37085 0.92376
H 0.98343 -3.78222 1.36421

## Properties
- Highest occupied orbital energy: -8.9 eV
- SMILES string: O=C(O)[C@@H]1Cc2c(ncn2Cc2ccccc2)CN1S(=O)(=O)Cc1ccccc1

=====

Run 2
The molecule C21H21N3O4S. Source: the Open Molecules 2025 dataset; level of theory: the ωB97M-V functional and the def2-TZVPD basis.

Cartesian coordinates (Å):
C -5.65365 -3.29194 -0.34870
H -5.64777 -3.11317 0.72406
H -6.45350 -2.70104 -0.78909
H -5.86147 -4.34475 -0.52477
C -4.30608 -2.90239 -0.95975
C -4.02028 -1.44789 -0.71871
C -3.34848 -1.03323 0.42122
C -3.11502 0.30788 0.67665
C -3.56805 1.26400 -0.22120
C -4.24265 0.86150 -1.37101
C -4.46435 -0.47829 -1.61101
H -4.99002 -0.77697 -2.50625
H -4.58558 1.61766 -2.05981
O -3.37998 2.62160 -0.08341
C -2.87480 3.10085 1.13818
C -1.38131 2.82409 1.35967
O -0.89167 2.83423 2.46488
N -0.72467 2.60467 0.19094
C 0.61939 2.30875 -0.02344
C 1.56219 2.32690 1.00484
C 2.88285 2.03097 0.72583
C 3.25457 1.71865 -0.56607
C 2.33562 1.69972 -1.59658
C 1.01386 1.99519 -1.32599
H 0.28022 1.98446 -2.11936
H 2.66889 1.46609 -2.59474
S 4.94914 1.33109 -0.93734
O 5.30590 1.86963 -2.21740
O 5.79831 1.61297 0.17770
N 4.90130 -0.34683 -1.21867
C 4.69347 -1.20242 -0.16374
N 3.99687 -0.69704 0.84484
C 3.74804 -1.47057 1.88851
C 4.16720 -2.78487 1.98460
C 4.88535 -3.31760 0.92034
C 5.15764 -2.52326 -0.17407
H 5.71619 -2.89708 -1.01835
H 5.23323 -4.34011 0.94966
H 3.94342 -3.37605 2.85781
H 3.17948 -0.99899 2.67894
H 5.49492 -0.66154 -1.96942
H 3.63802 2.03119 1.49360
H 1.25016 2.57010 2.00686
H -1.30553 2.61989 -0.64073
H -3.01039 4.18724 1.10440
H -3.43659 2.71293 1.99589
H -2.57721 0.58769 1.56940
H -2.99138 -1.76876 1.12729
H -4.32709 -3.10214 -2.03287
H -3.51876 -3.51302 -0.51366

## Properties
- Highest occupied orbital energy: -8.7 eV
- SMILES string: CCc1ccc(OCC(=O)Nc2ccc(S(=O)(=O)Nc3ccccn3)cc2)cc1

=====

Order from most stable to least stable according to the calculation: run 2, run 1